Density functional theory data (wB97M-V/def2-TZVPD) for one molecule with the formula C7H7NOS.

Computed properties:
* HOMO energy: -0.317 Eh
* E: -21743.955 eV
* net charge: 0

Positions of all 17 atoms, in Å:
C  -2.367  -0.227  0.012
C  -2.194  1.142  0.128
C  -1.274  -1.055  -0.187
C  -0.934  1.710  0.050
C  -0.012  -0.500  -0.275
C  0.157  0.880  -0.154
C  1.277  -1.227  -0.473
N  3.106  -0.328  1.076
O  1.419  1.337  -0.251
S  2.608  0.041  -0.323
H  -3.356  -0.654  0.079
H  -3.051  1.780  0.284
H  -1.399  -2.124  -0.275
H  -0.787  2.774  0.143
H  1.475  -1.964  0.305
H  1.349  -1.689  -1.458
H  3.985  0.104  1.320

Charges in e, computed with Löwdin, in the same order as the atoms:
1 C -0.0964
2 C -0.0864
3 C -0.0384
4 C -0.0045
5 C -0.2265
6 C -0.3282
7 C -0.2394
8 N -0.3252
9 O -0.2566
10 S 0.9966
11 H 0.0986
12 H 0.1028
13 H 0.1144
14 H 0.1159
15 H 0.0944
16 H 0.0957
17 H -0.0166